ORCA calculation (ωB97M-V/def2-TZVPD) on an isolated molecule of C4H4N2OS.

As for the relative energy (zero: lowest compared OMol25 entry of this formula, charge and spin): 1.443 eV. The structure (SMILES) is Oc1nc(=S)cc[nH]1. The value obtained for the orbital gap is 7.868 eV. As for the calculated total energy: -20074.2868 eV.

```
! RIJCOSX wB97M-V def2-TZVPD def2/J DEFGRID3
* xyz 0 1
C 0.907 0.668 -0.305
C -1.335 0.673 -0.197
C -1.279 -0.674 0.213
C -0.105 -1.330 0.421
H 1.997 2.032 -0.886
H -2.246 -1.160 0.342
H -0.107 -2.410 0.695
H 1.889 -1.113 0.703
N -0.172 1.377 -0.569
N 1.020 -0.708 0.002
O 2.172 1.102 -0.452
S -2.742 1.544 0.033
*
```